Record 1
A cluster of 2 separate species, C46H34F6N2O2S in total in a non-equilibrium geometry. Source: the OMol25 dataset; level of theory: wB97M-V/def2-TZVPD.

```
! wB97M-V def2-TZVPD RIJCOSX def2/J DEFGRID3
* xyz 0 1
F 3.50690 1.25110 5.02807
C 2.53244 0.31758 4.96519
F 2.73630 -0.46033 3.87414
F 2.58397 -0.45818 6.06980
S 0.90764 1.25751 4.83727
C -0.25254 -0.00788 4.86865
C -1.62324 0.24297 5.02709
C -2.22002 1.53840 5.13965
C -3.59430 1.67526 5.23646
C -4.39028 0.52599 5.22420
C -5.88847 0.62658 5.27692
F -6.48368 -0.47271 4.71056
F -6.34533 0.69904 6.57195
F -6.36275 1.72325 4.61364
C -3.83854 -0.75028 5.18109
C -2.47812 -0.89172 5.06817
O 0.85759 2.07894 6.02648
O 0.94751 1.89911 3.53797
H 0.11840 -1.02052 4.74107
H -1.57374 2.41145 5.15055
H -4.05456 2.65985 5.31891
H -4.47654 -1.62646 5.22141
H -2.02501 -1.87309 5.00613
C 7.88572 -1.86015 0.39344
C 7.85288 -0.63955 1.08007
C 7.04945 0.39523 0.60802
C 6.30112 0.21205 -0.56290
N 5.46309 1.28124 -1.00578
C 5.90055 2.07824 -2.10248
C 5.72961 1.62035 -3.41238
C 6.23599 2.37157 -4.47470
C 6.88339 3.58712 -4.22814
C 7.04829 4.04334 -2.91483
C 6.56172 3.28673 -1.84929
C 4.08926 1.23115 -0.67542
C 3.55341 2.20458 0.18604
C 2.27227 2.06720 0.67082
C 1.39407 1.08321 0.14255
C 0.04383 1.04008 0.57159
C -1.04330 0.59296 -0.20536
C -2.27126 0.29146 0.45592
C -3.30787 -0.31523 -0.22058
C -3.22730 -0.52086 -1.61563
N -4.24831 -1.19464 -2.26521
C -4.42900 -1.12977 -3.67927
C -3.90816 -2.13740 -4.49784
C -4.06926 -2.04643 -5.88215
C -4.80223 -0.99050 -6.43384
C -5.41381 -0.04554 -5.60172
C -5.22318 -0.10880 -4.22181
C -5.01132 -2.16547 -1.55171
C -6.30438 -1.84847 -1.12435
C -7.05676 -2.80762 -0.44552
C -6.53574 -4.08960 -0.23990
C -5.25580 -4.41148 -0.70435
C -4.47837 -3.44249 -1.33991
C -2.09120 -0.07892 -2.32226
C -1.00819 0.43583 -1.62971
C 1.93698 0.15369 -0.78905
C 3.27462 0.19694 -1.14741
C 6.36620 -0.98326 -1.27743
C 7.15111 -2.02957 -0.78462
H 8.48453 -2.68478 0.78131
H 8.44363 -0.49122 1.98364
H 6.99070 1.36213 1.11407
H 5.22206 0.66543 -3.57350
H 6.11385 2.00077 -5.49277
H 7.25253 4.18431 -5.06319
H 7.55124 4.98882 -2.71528
H 6.68858 3.60147 -0.81108
H 4.19106 3.03110 0.49743
H 1.89867 2.72934 1.44810
H -0.17534 1.41032 1.56818
H -2.35546 0.51069 1.52079
H -4.19910 -0.63725 0.31591
H -3.38009 -2.97598 -4.03644
H -3.61680 -2.80550 -6.52081
H -4.90119 -0.90619 -7.51700
H -6.03366 0.74699 -6.02091
H -5.69595 0.60647 -3.54373
H -6.69402 -0.84828 -1.32897
H -8.04707 -2.54393 -0.07653
H -7.12365 -4.83799 0.29462
H -4.84864 -5.41358 -0.56736
H -3.46782 -3.65910 -1.69820
H -2.05673 -0.20349 -3.40572
H -0.11551 0.71934 -2.18353
H 1.30084 -0.62438 -1.20753
H 3.70220 -0.54951 -1.81912
H 5.80236 -1.07628 -2.20959
H 7.17708 -2.97279 -1.33099
*
```

Properties
DFT total energy (Ha): -3030.57502
Gap between HOMO and LUMO (Eh): 0.1123

Mulliken population analysis, charges in e, atoms 1 to 2: atom 1 (F): -0.22, atom 2 (C): 0.54



Record 2
A structure of composition C46H35CsN11O4PS in a non-equilibrium geometry. Source: the OMol25 dataset; level of theory: wB97M-V/def2-TZVPD.

```
! wB97M-V def2-TZVPD RIJCOSX def2/J DEFGRID3
* xyz -2 1
Cs -0.92139 -0.50013 -0.17810
C -1.06941 -5.57861 0.32024
C -1.01692 -4.21148 0.57799
N 0.09896 -3.62861 0.98379
C 1.17440 -4.39745 1.14927
C 1.10521 -5.76684 0.90632
N -0.01004 -6.36046 0.49098
C 2.43228 -3.71776 1.55076
C 3.46757 -4.40536 2.17364
C 4.66012 -3.74744 2.47651
C 4.72113 -2.39678 2.13588
C 3.62333 -1.77223 1.55417
N 2.50179 -2.42258 1.26271
C 3.64993 -0.33457 1.19480
C 4.49953 0.58358 1.81016
N 4.53674 1.86562 1.46616
C 3.70708 2.24663 0.49813
C 2.83419 1.34643 -0.10139
N 2.80490 0.06965 0.24541
C 5.79620 -4.44557 3.10613
C 6.95965 -3.77908 3.50376
C 8.00328 -4.48156 4.07407
N 7.99410 -5.79588 4.29009
C 6.88509 -6.43471 3.92229
C 5.78993 -5.82359 3.34280
H -1.97959 -6.04945 -0.02879
H -1.90241 -3.59137 0.48059
H 1.96655 -6.41612 1.02076
H 3.33113 -5.44361 2.43455
H 5.62451 -1.82660 2.29145
H 5.16051 0.29136 2.61975
H 3.73830 3.29177 0.21666
H 2.14910 1.65700 -0.88479
H 7.06098 -2.71053 3.38215
H 8.90695 -3.96586 4.38147
H 6.88006 -7.50434 4.10367
H 4.93897 -6.43311 3.07537
C -3.88341 5.59713 -3.54039
C -3.33618 4.44493 -4.08867
C -2.42163 3.69105 -3.36936
C -2.03046 4.08008 -2.08699
C -2.60981 5.22354 -1.53396
C -3.51836 5.98104 -2.25841
P -0.93437 2.96492 -1.11180
C 0.08481 4.18473 -0.17276
C 0.49908 5.43219 -0.64436
C 1.32116 6.24431 0.12236
C 1.74298 5.82876 1.37938
C 1.33586 4.59530 1.86407
C 0.51381 3.78489 1.09281
C 0.21221 2.39847 -2.42762
C 1.34372 3.10418 -2.85775
C 2.14101 2.56014 -3.85195
C 1.79997 1.33305 -4.41124
C 0.66099 0.65888 -3.98019
C -0.17008 1.15897 -2.96259
H -4.60009 6.18549 -4.10121
H -3.63234 4.13024 -5.08233
H -2.00225 2.78738 -3.79619
H -2.35064 5.52284 -0.52545
H -3.95230 6.87156 -1.81774
H 0.17007 5.76913 -1.61941
H 1.64009 7.20664 -0.26197
H 2.37446 6.47099 1.98157
H 1.66116 4.26158 2.84237
H 0.18777 2.82435 1.47877
H 1.61896 4.05680 -2.41727
H 3.02716 3.08852 -4.19081
H 2.43240 0.90249 -5.18474
H 0.43047 -0.29895 -4.43972
C -5.87693 -0.72790 -3.05166
C -4.81204 -1.70998 -3.35389
N -4.97623 -2.97699 -3.56455
N -3.70376 -3.43689 -3.75707
C -2.75344 -2.48521 -3.62319
S -1.11080 -2.66206 -3.82064
N -3.48768 -1.36516 -3.39599
N -3.03379 -0.06827 -3.19416
H -6.84735 -1.20150 -3.17584
H -5.78550 0.14010 -3.70489
H -5.76558 -0.38803 -2.02007
H -3.52034 -4.41852 -3.81827
H -2.00917 -0.01445 -3.32332
H -3.19719 0.15672 -2.21356
O -6.85158 -0.49425 4.50609
C -5.95032 0.33655 4.72492
O -5.80157 1.13875 5.67105
C -4.78892 0.34473 3.67855
C -3.78846 1.30821 3.75006
C -2.77420 1.28753 2.80996
N -2.71020 0.40434 1.81396
C -3.67094 -0.51857 1.73920
C -4.71358 -0.59240 2.65874
C -3.59072 -1.50110 0.57094
O -3.82425 -2.69756 0.80782
O -3.26073 -1.00886 -0.54368
H -3.82447 2.04504 4.54088
H -1.96599 2.01598 2.83986
H -5.46315 -1.36625 2.57292
*
```

Properties
DFT total energy (Ha): -3436.97364
Gap between HOMO and LUMO (Eh): 0.1731

Mulliken population analysis, charges in e, atoms 1 to 2: atom 1 (Cs): 1.92, atom 2 (C): -0.48



What is the DFT total energy in the first record? -3030.57502 Ha